Here is one molecule with the formula CH4N2OS from OMol25. Energies are from the ωB97M-V functional and the def2-TZVPD basis.

Cartesian coordinates (Å):
H1 -1.00762 1.58488 0.04683
H2 -3.30104 -0.97672 -0.29629
O1 -2.74642 -0.09088 0.08528
H3 1.28432 1.63416 0.30220
H4 1.24287 -1.25248 0.87380
N1 -1.26184 -0.51673 -0.11174
C1 -0.59122 0.54521 0.03462
N2 0.71319 0.80612 -0.07156
S1 1.94629 -0.34748 -0.03334

The calculation puts the relative energy (zero: lowest compared OMol25 entry of this formula, charge and spin) at 410.92 kJ/mol. Its lowest unoccupied orbital energy is 0.0182 hartree. As for the SMILES: O/N=C/NS. The HOMO-LUMO gap comes out at 9.217 eV.

Here is a 2-piece molecular cluster, CH4N2OS overall from OMol25. Energies are from the ωB97M-V functional and the def2-TZVPD basis.

Cartesian coordinates (Å):
H1 -1.41053 -1.98634 -0.43405
O1 -1.35370 -0.36449 -1.55434
H2 3.23699 1.13340 1.61015
S1 -2.22825 0.97118 -0.82160
C1 1.43168 0.16082 1.09804
H3 -1.32355 1.59059 -0.03678
H4 -0.03941 -0.96713 -0.21071
N1 -0.74578 -1.32154 -0.83874
N2 2.43255 0.78351 1.18804

The calculation puts the relative energy (zero: lowest compared OMol25 entry of this formula, charge and spin) at 451.75 kJ/mol. Its lowest unoccupied orbital energy is 0.0254 hartree. The HOMO-LUMO gap comes out at 9.584 eV.